# 1
Formula: C45H105N5O5
Source: OMol25
Level of theory: ωB97M-V/def2-TZVPD

```
160
Properties=species:S:1:pos:R:3:lowdin_charge:R:1
C -4.415 -1.004 2.989 -0.09
C -4.907 0.266 2.358 -0.25
N -4.318 1.449 3.001 -0.18
C -2.843 1.492 3.001 -0.22
C -2.185 1.292 1.616 -0.06
C -4.998 1.734 4.264 -0.29
C -5.025 3.102 4.891 -0.09
H -4.724 -1.194 4.017 0.06
H -3.359 -1.253 2.882 0.06
H -4.979 -1.721 2.393 0.08
H -4.730 0.296 1.283 0.10
H -5.992 0.282 2.452 0.12
H -2.560 2.470 3.390 0.11
H -2.529 0.696 3.676 0.09
H -2.934 1.527 0.860 0.05
H -1.349 1.978 1.484 0.07
H -1.977 0.243 1.403 0.06
H -4.809 0.939 4.986 0.10
H -6.069 1.536 4.235 0.11
H -5.965 3.534 5.234 0.07
H -4.743 3.762 4.071 0.07
H -4.201 3.193 5.599 0.07
C 1.611 3.794 6.533 -0.09
C 1.370 4.713 5.321 -0.27
N 2.487 4.768 4.412 -0.16
C 3.142 6.085 4.484 -0.26
C 4.136 6.268 5.662 -0.08
C 2.066 4.502 2.991 -0.27
C 1.856 3.026 2.730 -0.08
H 2.637 3.745 6.896 0.07
H 1.288 2.764 6.385 0.06
H 1.082 4.244 7.374 0.07
H 0.443 4.313 4.912 0.11
H 1.161 5.633 5.867 0.10
H 3.770 6.344 3.632 0.10
H 2.359 6.838 4.573 0.11
H 4.570 7.267 5.604 0.07
H 3.576 6.187 6.594 0.06
H 4.894 5.485 5.671 0.07
H 2.930 4.766 2.380 0.08
H 1.276 5.129 2.578 0.12
H 1.064 2.632 3.368 0.06
H 2.800 2.533 2.964 0.08
H 1.612 3.115 1.672 0.06
C 3.613 -6.778 -5.996 -0.08
C 4.045 -5.541 -5.277 -0.31
N 3.249 -4.369 -5.332 -0.17
C 3.328 -3.624 -4.064 -0.27
C 2.666 -4.215 -2.812 -0.07
C 3.541 -3.587 -6.527 -0.27
C 2.421 -2.689 -6.973 -0.10
H 2.663 -7.157 -5.620 0.08
H 4.327 -7.599 -6.053 0.07
H 3.478 -6.562 -7.056 0.07
H 4.216 -5.743 -4.220 0.10
H 5.055 -5.277 -5.590 0.12
H 4.367 -3.494 -3.763 0.11
H 3.099 -2.569 -4.214 0.11
H 2.773 -3.461 -2.031 0.06
H 1.618 -4.267 -3.108 0.06
H 3.258 -5.066 -2.476 0.07
H 3.842 -4.147 -7.412 0.12
H 4.409 -2.936 -6.424 0.11
H 1.501 -3.251 -7.137 0.06
H 2.739 -2.228 -7.908 0.08
H 2.203 -1.882 -6.274 0.05
C 1.642 -2.197 3.375 -0.09
C 1.672 -1.763 4.843 -0.24
N 0.421 -2.164 5.558 -0.19
C -0.821 -1.657 4.898 -0.19
C -2.184 -2.079 5.642 -0.06
C 0.548 -1.723 6.975 -0.24
C 1.704 -2.439 7.715 -0.10
H 1.691 -3.270 3.189 0.07
H 2.539 -1.771 2.926 0.07
H 0.769 -1.850 2.824 0.03
H 2.557 -2.154 5.343 0.10
H 1.801 -0.680 4.846 0.11
H -0.772 -1.950 3.849 0.08
H -0.734 -0.578 5.024 0.10
H -3.133 -1.594 5.412 0.04
H -2.152 -2.023 6.731 0.04
H -2.423 -3.142 5.637 0.07
H 0.772 -0.657 6.962 0.11
H -0.351 -2.060 7.491 0.09
H 1.910 -3.456 7.379 0.07
H 2.700 -1.999 7.703 0.06
H 1.271 -2.526 8.711 0.06
C -4.497 0.631 -4.387 -0.08
C -4.983 2.046 -4.059 -0.23
N -4.038 2.726 -3.117 -0.18
C -2.653 2.745 -3.641 -0.24
C -1.806 3.821 -2.897 -0.07
C -4.188 2.209 -1.726 -0.28
C -5.490 2.478 -1.098 -0.10
H -3.945 0.159 -3.574 0.05
H -3.848 0.695 -5.260 0.07
H -5.257 -0.119 -4.607 0.07
H -5.160 2.700 -4.913 0.11
H -5.992 2.116 -3.652 0.09
H -2.206 1.751 -3.647 0.09
H -2.794 2.943 -4.703 0.11
H -1.443 3.449 -1.940 0.05
H -0.945 4.089 -3.511 0.05
H -2.430 4.682 -2.655 0.07
H -3.480 2.798 -1.143 0.10
H -3.897 1.159 -1.685 0.11
H -6.285 1.880 -1.544 0.07
H -5.760 3.528 -1.211 0.09
H -5.532 2.217 -0.040 0.06
C 1.174 1.617 -1.284 0.00
C 0.363 0.332 -0.975 -0.47
C 1.044 -0.635 -0.063 -0.01
O -0.717 0.106 -1.490 0.04
H 0.769 2.535 -0.858 0.07
H 1.295 1.703 -2.364 0.07
H 2.134 1.529 -0.774 0.05
H 0.234 -0.810 0.644 0.07
H 1.998 -0.305 0.349 0.08
H 1.165 -1.534 -0.667 0.08
C 5.394 3.544 0.693 -0.02
C 5.172 2.213 -0.066 -0.48
C 5.410 2.239 -1.560 -0.02
O 4.773 1.215 0.477 0.06
H 4.608 4.219 0.353 0.08
H 6.317 4.121 0.627 0.08
H 5.143 3.351 1.736 0.07
H 6.221 1.588 -1.886 0.09
H 5.615 3.246 -1.924 0.08
H 4.607 1.773 -2.131 0.07
C -2.248 -2.322 -3.625 -0.02
C -1.833 -2.502 -5.045 -0.47
C -0.781 -3.566 -5.355 -0.02
O -2.349 -1.883 -5.969 0.05
H -3.316 -2.369 -3.415 0.09
H -1.897 -1.334 -3.323 0.07
H -1.883 -3.124 -2.984 0.08
H -0.467 -3.605 -6.398 0.07
H -1.122 -4.551 -5.036 0.09
H 0.144 -3.438 -4.794 0.06
C 0.259 0.136 -6.931 -0.03
C 0.050 1.621 -6.625 -0.40
C 0.592 2.078 -5.265 -0.03
O -0.563 2.349 -7.480 0.01
H -0.510 -0.235 -7.609 0.09
H 0.288 -0.394 -5.979 0.06
H 1.216 0.104 -7.451 0.08
H 0.360 3.102 -4.971 0.07
H 1.680 2.038 -5.307 0.08
H 0.282 1.398 -4.472 0.06
C -0.780 -6.793 0.107 -0.02
C -1.413 -5.429 0.323 -0.46
C -0.548 -4.218 0.891 -0.01
O -2.586 -5.325 0.071 0.06
H -0.077 -6.938 0.927 0.08
H -0.331 -6.901 -0.880 0.08
H -1.620 -7.463 0.289 0.08
H -0.159 -4.251 1.908 0.06
H -1.172 -3.325 0.857 0.07
H 0.338 -4.205 0.256 0.07
```

Its multiplicity is 1. Its SMILES is CCN(CC)CC.CCN(CC)CC.CCN(CC)CC.CCN(CC)CC.CCN(CC)CC.CC(C)=O.CC(C)=O.CC(C)=O.CC(C)=O.CC(C)=O. The calculation puts the HOMO energy at -7.85 eV. The electronic energy comes out at -2427.2890 Eh.

# 2
Formula: CH3S
Source: OMol25
Level of theory: ωB97M-V/def2-TZVPD

```
5
Properties=species:S:1:pos:R:3:nbo_charge:R:1
C -0.072 0.029 -0.110 -0.74
S 1.016 -0.326 1.329 -0.76
H -0.607 0.977 0.021 0.17
H 0.489 0.080 -1.046 0.17
H -0.826 -0.760 -0.193 0.17
```

Its multiplicity is 1. As for the total charge: -1. Its SMILES is C[S-]. The calculation puts the HOMO energy at -1.89 eV. The electronic energy comes out at -438.0996 Eh.

# 3
Formula: C4H7ClOS
Source: OMol25
Level of theory: ωB97M-V/def2-TZVPD

```
14
Properties=species:S:1:pos:R:3:nbo_charge:R:1
C -1.440 -0.605 -1.561 -0.88
S -1.146 -1.639 -0.314 1.63
O -2.360 -2.095 0.313 -0.89
Cl 0.194 -3.419 -0.308 -0.35
C -0.035 -0.444 0.974 -0.31
C 1.289 0.056 0.577 -0.45
C 0.250 1.091 0.746 -0.41
H -2.331 -0.617 -2.036 0.24
H -0.708 0.053 -1.970 0.23
H -0.052 -1.024 1.935 0.25
H 1.724 -0.100 -0.459 0.24
H 2.068 0.050 1.376 0.24
H 0.258 1.743 1.604 0.23
H -0.379 1.368 -0.071 0.24
```

Its multiplicity is 1. Its SMILES is C=[S@@](=O)(Cl)C1CC1. The calculation puts the HOMO energy (spin up / spin down) at -8.95 / -8.95 eV. The electronic energy comes out at -1090.0542 Eh.

# 4
Formula: H4O2P3
Source: OMol25
Level of theory: ωB97M-V/def2-TZVPD

```
9
Properties=species:S:1:pos:R:3:lowdin_spin:R:1
O -0.172 0.669 2.119 1.22
O -0.632 -2.091 0.897 0.09
P 1.711 -0.406 -0.338 0.26
P -1.846 0.068 -0.698 0.13
P -0.300 -0.650 0.618 0.21
H 1.532 0.731 -1.268 0.04
H 2.063 0.334 0.749 0.02
H -1.349 1.306 -0.236 0.01
H -1.009 0.038 -1.841 0.03
```

Its multiplicity is 3. The expectation value of S² is 2.015. As for the total charge: -1. The calculation puts the HOMO energy (spin up / spin down) at -0.59 / -4.86 eV. The electronic energy comes out at -1176.8278 Eh.

# 5
Formula: C2H7NS2
Source: OMol25
Level of theory: ωB97M-V/def2-TZVPD

```
12
Properties=species:S:1:pos:R:3:lowdin_spin:R:1
S 1.000 -1.400 -0.915 0.44
S 1.167 -3.659 -0.654 0.45
H 1.436 -1.591 -2.176 0.02
H 0.064 -3.956 0.073 0.03
C 0.001 1.567 -0.466 0.02
C -1.025 0.997 1.619 0.00
N -1.064 1.733 0.593 0.00
H 0.021 2.587 -0.876 0.00
H 0.957 1.364 -0.012 0.01
H -0.440 0.973 -1.254 0.01
H -0.219 0.273 1.797 0.00
H -1.898 1.111 2.271 0.00
```

Its multiplicity is 2. The expectation value of S² is 0.754. As for the total charge: -1. The calculation puts the HOMO energy (spin up / spin down) at -0.54 / -3.18 eV. The electronic energy comes out at -931.4735 Eh.

# 6
Formula: C15H15Cl2N3S
Source: OMol25
Level of theory: ωB97M-V/def2-TZVPD

```
36
Properties=species:S:1:pos:R:3:nbo_charge:R:1
C 2.394 3.213 -0.466 -0.42
N 1.503 2.079 -0.522 -0.42
C 2.136 0.802 -0.758 -0.22
C 2.326 -0.031 0.532 -0.47
C 1.863 -1.449 0.362 0.24
C 2.632 -2.530 0.777 -0.25
C 2.136 -3.811 0.601 -0.15
C 0.891 -3.973 0.015 -0.26
C 0.199 -2.836 -0.369 0.06
N 0.669 -1.611 -0.204 -0.49
C 0.173 2.216 -0.280 0.31
S -0.512 3.721 -0.146 -0.28
N -0.549 1.065 -0.194 -0.65
C -1.919 0.904 -0.018 0.18
C -2.738 1.776 0.698 -0.22
C -4.084 1.502 0.845 -0.20
C -4.641 0.355 0.302 -0.09
Cl -6.322 0.025 0.504 0.02
C -3.826 -0.529 -0.399 -0.05
Cl -4.479 -1.976 -1.074 0.02
C -2.483 -0.253 -0.559 -0.25
H 2.840 3.398 -1.445 0.20
H 3.187 3.029 0.262 0.19
H 1.830 4.094 -0.167 0.26
H 1.552 0.225 -1.484 0.22
H 3.107 1.003 -1.214 0.22
H 1.732 0.426 1.328 0.24
H 3.368 -0.020 0.851 0.22
H 3.598 -2.368 1.229 0.22
H 2.713 -4.669 0.914 0.22
H 0.466 -4.951 -0.140 0.23
H -0.778 -2.910 -0.828 0.20
H -0.077 0.173 -0.367 0.44
H -2.328 2.669 1.137 0.26
H -4.713 2.183 1.395 0.23
H -1.864 -0.938 -1.116 0.22
```

Its multiplicity is 1. Its SMILES is CN(CCc1ccccn1)C(=S)Nc1ccc(Cl)c(Cl)c1. The calculation puts the HOMO energy at -7.82 eV. The electronic energy comes out at -2063.4561 Eh.

# 7
Formula: C27H78O35P8
Source: OMol25
Level of theory: ωB97M-V/def2-TZVPD

```
148
Properties=species:S:1:pos:R:3:lowdin_charge:R:1
C 4.498 2.389 4.860 -0.08
O 4.719 1.897 3.533 -0.21
P 5.349 0.450 3.372 0.33
O 4.854 -0.602 4.251 -0.22
O 5.081 0.166 1.853 -0.21
C 5.211 1.184 0.849 -0.07
O 6.914 0.702 3.467 -0.21
C 7.721 0.042 4.441 -0.09
H 5.419 2.873 5.202 0.09
H 4.360 1.581 5.583 0.09
H 3.634 3.041 4.857 0.07
H 4.258 1.294 0.342 0.07
H 5.966 0.834 0.140 0.09
H 5.617 2.113 1.241 0.09
H 7.188 -0.793 4.891 0.08
H 7.961 0.742 5.247 0.09
H 8.661 -0.254 3.984 0.09
C 3.678 -7.756 2.812 -0.09
O 3.155 -6.874 1.815 -0.21
P 1.659 -6.384 1.960 0.33
O 1.380 -5.588 3.142 -0.20
O 0.749 -7.686 1.845 -0.20
C 1.069 -8.694 0.904 -0.10
O 1.497 -5.670 0.555 -0.22
C 0.343 -4.878 0.326 -0.09
H 2.917 -8.084 3.521 0.09
H 4.454 -7.217 3.353 0.09
H 4.116 -8.629 2.331 0.09
H 1.802 -9.408 1.284 0.08
H 1.464 -8.270 -0.024 0.09
H 0.171 -9.242 0.625 0.09
H 0.359 -3.874 0.751 0.07
H -0.579 -5.294 0.750 0.10
H 0.191 -4.825 -0.749 0.08
C 0.664 7.219 -1.356 -0.07
O 0.830 5.880 -1.831 -0.21
P 2.257 5.378 -2.248 0.32
O 3.298 5.229 -1.250 -0.20
O 2.579 6.338 -3.472 -0.21
C 3.864 6.891 -3.696 -0.10
O 1.883 4.025 -2.960 -0.22
C 1.025 3.926 -4.082 -0.08
H -0.099 7.723 -1.949 0.09
H 1.582 7.787 -1.514 0.09
H 0.357 7.217 -0.315 0.08
H 3.897 7.938 -3.387 0.09
H 4.132 6.860 -4.751 0.09
H 4.634 6.351 -3.144 0.09
H 1.564 4.042 -5.023 0.09
H 0.247 4.695 -4.098 0.09
H 0.517 2.966 -4.032 0.08
C 1.051 -2.638 -5.444 -0.09
O 1.905 -2.054 -4.455 -0.20
P 2.889 -3.004 -3.655 0.31
O 4.067 -3.450 -4.371 -0.21
O 3.167 -2.175 -2.345 -0.19
C 4.017 -1.033 -2.424 -0.08
O 1.928 -4.123 -3.124 -0.20
C 2.391 -5.398 -2.720 -0.08
H 1.297 -2.221 -6.421 0.09
H 0.024 -2.494 -5.125 0.08
H 1.258 -3.700 -5.608 0.09
H 3.406 -0.131 -2.417 0.07
H 4.682 -1.035 -3.285 0.09
H 4.600 -0.974 -1.504 0.09
H 1.916 -6.172 -3.336 0.09
H 2.010 -5.656 -1.733 0.06
H 3.466 -5.533 -2.808 0.09
C -1.708 -0.782 -1.077 -0.09
O -0.375 -0.339 -1.217 -0.18
P 0.550 -0.039 0.014 0.34
O -0.017 0.775 1.092 -0.20
O 0.903 -1.518 0.447 -0.22
C 2.103 -1.801 1.188 -0.06
O 1.886 0.493 -0.605 -0.21
C 1.889 1.886 -0.973 -0.08
H -1.879 -1.189 -0.078 0.09
H -1.877 -1.599 -1.779 0.09
H -2.491 -0.042 -1.254 0.07
H 2.663 -0.901 1.448 0.07
H 2.730 -2.454 0.586 0.09
H 1.816 -2.257 2.134 0.10
H 2.710 2.024 -1.667 0.08
H 1.947 2.508 -0.081 0.08
H 0.964 2.198 -1.464 0.08
C 0.774 1.536 4.274 -0.05
O 1.422 2.807 4.015 -0.24
P 0.583 4.127 4.225 0.31
O -0.262 4.217 5.404 -0.21
O 1.767 5.173 4.132 -0.21
C 1.427 6.552 4.151 -0.10
O -0.212 4.280 2.860 -0.21
C 0.484 4.163 1.607 -0.07
H 0.999 0.900 3.422 0.07
H -0.304 1.655 4.365 0.09
H 1.186 1.142 5.199 0.09
H 0.363 6.714 3.929 0.09
H 1.945 7.056 3.336 0.09
H 1.594 7.010 5.122 0.09
H 1.527 3.884 1.736 0.09
H 0.308 5.071 1.039 0.08
H 0.015 3.334 1.073 0.07
C -6.556 -1.471 2.488 -0.09
O -6.026 -0.254 3.004 -0.20
P -6.025 1.011 2.067 0.31
O -7.181 1.220 1.196 -0.23
O -5.775 2.133 3.153 -0.21
C -6.024 3.504 2.785 -0.07
O -4.693 0.929 1.239 -0.25
C -3.389 0.663 1.827 -0.03
H -6.244 -1.687 1.468 0.05
H -7.652 -1.485 2.503 0.09
H -6.279 -2.272 3.171 0.09
H -5.053 3.990 2.778 0.09
H -6.701 3.922 3.527 0.09
H -6.555 3.581 1.836 0.08
H -2.720 0.592 0.983 0.05
H -3.499 -0.321 2.287 0.10
H -3.148 1.407 2.580 0.10
C -3.997 -3.744 -3.687 -0.09
O -3.972 -3.273 -2.336 -0.21
P -5.334 -3.177 -1.531 0.32
O -5.134 -2.893 -0.113 -0.22
O -6.129 -2.095 -2.357 -0.21
C -6.163 -0.756 -1.818 -0.07
O -6.088 -4.516 -1.822 -0.21
C -6.753 -5.202 -0.733 -0.05
H -4.455 -2.988 -4.331 0.09
H -4.583 -4.658 -3.767 0.08
H -2.974 -3.896 -4.015 0.08
H -5.199 -0.491 -1.369 0.07
H -6.792 -0.733 -0.925 0.08
H -6.484 -0.082 -2.600 0.09
H -6.872 -4.564 0.136 0.08
H -6.164 -6.079 -0.475 0.09
H -7.711 -5.502 -1.149 0.09
C -4.357 2.683 -1.476 -0.04
O -3.684 2.654 -2.721 -0.02
C -2.395 2.261 -2.702 -0.61
O -1.646 2.422 -1.786 0.15
O -2.002 1.762 -3.874 0.01
C -2.942 1.284 -4.816 -0.04
H -4.262 1.750 -0.920 0.07
H -5.392 2.961 -1.660 0.10
H -4.016 3.456 -0.779 0.10
H -2.506 0.413 -5.307 0.09
H -3.149 1.999 -5.615 0.10
H -3.897 0.996 -4.381 0.09
```

Its multiplicity is 1. Its SMILES is COP(=O)(OC)OC.COP(=O)(OC)OC.COP(=O)(OC)OC.COP(=O)(OC)OC.COP(=O)(OC)OC.COP(=O)(OC)OC.COP(=O)(OC)OC.COP(=O)(OC)OC.COC(=O)OC. The calculation puts the HOMO energy at -10.08 eV. The electronic energy comes out at -6440.5340 Eh.

# 8
Formula: C2HNO2
Source: OMol25
Level of theory: ωB97M-V/def2-TZVPD

```
6
Properties=species:S:1:pos:R:3:nbo_charge:R:1
N -1.804 -1.166 0.037 -0.23
C -0.969 -0.360 0.072 0.13
C 0.172 0.578 0.156 0.71
O 0.045 1.681 0.598 -0.48
O 1.313 0.106 -0.311 -0.63
H 1.242 -0.839 -0.551 0.50
```

Its multiplicity is 1. Its SMILES is N#CC(=O)O. The calculation puts the HOMO energy at -12.02 eV. The electronic energy comes out at -282.0320 Eh.